[1]
91
Properties=species:S:1:pos:R:3:mulliken_charge:R:1 method="wB97M-V/def2-TZVPD" e_tot_ha=-1619.4962 max_force_ev_per_a=0.84 homo_ev=-8.1 e_above_lowest_kcal_mol=0.0 homo_lumo_gap_ev=8.61
C 3.675 -2.058 2.378 -1.639
C 2.639 -1.461 1.420 -0.237
C 1.939 -0.204 1.948 -0.164
N 2.776 0.953 2.313 0.069
C 3.615 1.633 1.363 0.470
C 2.915 2.378 0.221 -1.081
C 1.922 1.597 -0.665 -0.251
C 0.421 1.895 -0.437 -0.078
C 0.055 2.494 0.911 -0.446
O -1.282 2.054 1.229 -0.236
C -1.659 2.473 2.480 0.741
C -1.820 1.353 3.471 -1.030
O -1.868 3.633 2.722 -0.588
O 4.595 0.739 0.752 -0.410
C 5.647 0.613 1.591 0.522
O 6.491 -0.234 1.497 -0.592
O 5.599 1.564 2.539 -0.429
C 4.577 2.565 2.166 0.358
N 5.152 3.589 1.353 -0.525
C 4.082 3.166 3.469 -0.770
C 2.983 4.216 3.318 -0.971
H 4.453 -2.582 1.819 0.344
H 4.189 -1.306 2.978 0.308
H 3.223 -2.787 3.057 0.396
H 3.102 -1.266 0.452 0.149
H 1.852 -2.202 1.239 0.705
H 1.411 -0.484 2.868 0.587
H 1.158 0.099 1.257 -0.515
H 3.333 0.682 3.113 0.590
H 3.728 2.714 -0.425 0.584
H 2.475 3.294 0.621 0.248
H 2.145 1.833 -1.708 0.577
H 2.122 0.532 -0.570 -0.294
H 0.048 2.550 -1.228 0.603
H -0.138 0.961 -0.546 -0.617
H 0.732 2.191 1.713 0.235
H 0.067 3.589 0.869 0.405
H -1.208 0.501 3.176 0.229
H -2.866 1.053 3.528 0.311
H -1.484 1.713 4.445 0.361
H 5.607 3.219 0.529 0.357
H 5.817 4.125 1.894 0.278
H 4.958 3.633 3.934 0.497
H 3.755 2.388 4.159 0.223
H 2.055 3.791 2.931 0.012
H 3.299 5.021 2.653 0.286
H 2.769 4.658 4.294 0.484
C -4.096 2.992 -0.460 -0.743
C -5.229 2.068 -0.877 -0.445
N -4.856 1.223 -2.000 0.108
C -5.974 0.543 -2.625 -0.730
C -6.755 -0.479 -1.791 -0.964
C -3.655 0.428 -1.789 -0.707
C -3.624 -0.500 -0.566 -0.755
H -3.738 3.575 -1.311 0.320
H -4.429 3.685 0.314 0.451
H -3.256 2.434 -0.051 -0.324
H -6.093 2.666 -1.179 0.507
H -5.550 1.483 0.000 0.267
H -5.607 0.056 -3.533 0.361
H -6.671 1.316 -2.963 0.449
H -6.186 -1.393 -1.624 0.223
H -7.671 -0.758 -2.316 0.403
H -7.044 -0.074 -0.820 0.267
H -2.808 1.114 -1.715 0.125
H -3.475 -0.157 -2.695 0.451
H -3.950 0.012 0.340 0.273
H -2.603 -0.848 -0.391 0.155
H -4.250 -1.382 -0.702 0.309
C 0.685 -1.823 -1.659 -0.317
C -0.413 -2.785 -2.086 -0.473
N -0.009 -3.665 -3.164 0.112
C -1.118 -4.353 -3.800 -0.688
C -1.935 -5.341 -2.958 -0.997
C 1.182 -4.458 -2.910 -0.688
C 1.192 -5.361 -1.670 -0.945
H 1.073 -1.274 -2.519 0.292
H 0.282 -1.104 -0.945 -0.336
H 1.518 -2.335 -1.173 0.171
H -1.265 -2.199 -2.445 0.321
H -0.768 -3.333 -1.198 0.206
H -0.731 -4.870 -4.682 0.387
H -1.797 -3.584 -4.180 0.398
H -1.383 -6.256 -2.748 0.239
H -2.838 -5.624 -3.501 0.403
H -2.248 -4.904 -2.009 0.267
H 2.033 -3.775 -2.840 0.335
H 1.371 -5.062 -3.800 0.402
H 0.869 -4.826 -0.776 0.216
H 2.207 -5.717 -1.486 0.376
H 0.556 -6.237 -1.788 0.265

[2]
42
Properties=species:S:1:pos:R:3:mulliken_charge:R:1 method="wB97M-V/def2-TZVPD" e_tot_ha=-1472.2069 max_force_ev_per_a=5.57 homo_ev=-8.9 e_above_lowest_kcal_mol=49.6 homo_lumo_gap_ev=8.01
C 2.531 -6.190 -0.907 -0.069
O 3.701 0.427 2.539 -0.654
F -1.198 1.770 -2.910 -0.369
F -1.565 4.053 -0.795 -0.281
F -3.502 3.840 0.311 -0.315
N -2.982 0.770 -0.971 -0.837
N 2.931 -1.356 -0.567 -0.275
N 0.362 1.625 0.378 -0.397
N 2.641 -5.046 -0.611 -0.018
O -2.307 -0.985 0.507 -0.427
C 3.155 0.287 1.438 0.081
C -2.844 -0.484 -0.605 0.488
C 2.706 -2.650 -0.959 -0.380
C 3.225 -1.127 0.802 0.658
C 1.672 1.437 -0.019 0.092
C -0.623 1.693 -0.598 -0.810
C 3.453 -2.217 1.658 -0.638
C 2.062 1.424 -1.374 0.136
C 1.077 1.529 -2.330 -0.824
C 3.355 -3.507 1.199 -0.236
C -0.229 1.612 -1.923 0.643
C 2.944 -3.800 -0.146 0.196
N -3.648 -1.300 -1.270 -0.432
N 2.559 1.415 0.973 -0.137
C -2.647 3.267 -0.597 -0.072
C -3.690 0.974 1.666 -0.852
C -2.408 -0.006 1.602 -0.428
C -2.131 1.791 -0.261 2.176
C -2.356 1.517 1.295 -0.852
H 2.607 -2.827 -2.066 0.371
H 3.967 -2.058 2.610 0.393
H 3.136 1.345 -1.701 0.294
H 1.284 1.555 -3.392 0.496
H 3.537 -4.401 1.821 0.385
H -3.891 -1.024 -2.244 0.260
H -3.535 -2.305 -1.020 0.273
H 2.191 2.008 1.788 0.373
H -3.183 3.329 -1.518 0.343
H -4.508 0.655 1.034 0.229
H -3.959 1.247 2.692 0.358
H -2.046 -0.477 2.568 0.343
H -1.843 2.188 1.901 0.716

[3]
15
Properties=species:S:1:pos:R:3:mulliken_charge:R:1 method="wB97M-V/def2-TZVPD" e_tot_ha=-739.7902 max_force_ev_per_a=5.48 homo_ev="-8.3 / -8.3" e_above_lowest_kcal_mol=67.7 homo_lumo_gap_ev="7.84 / 7.84"
C -0.316 2.866 -1.527 0.193
C 0.890 2.984 1.831 -0.242
C 0.116 2.781 -0.219 0.350
C 0.019 0.955 0.562 0.181
C -0.158 -0.371 -1.577 -1.049
C -0.262 -0.378 -0.029 -0.269
N -0.557 2.860 -2.658 -0.492
N 0.676 3.528 0.659 -0.503
S 0.564 1.280 2.018 -0.106
H 1.023 3.610 2.669 0.463
H -0.788 0.515 -1.920 0.158
H -0.543 -1.311 -2.006 0.349
H 0.891 -0.081 -1.743 0.331
H 0.343 -1.091 0.518 0.368
H -1.273 -0.654 0.125 0.268

[4]
66
Properties=species:S:1:pos:R:3:mulliken_charge:R:1 method="wB97M-V/def2-TZVPD" e_tot_ha=-4146.2494 max_force_ev_per_a=5.79 homo_ev=-12.0 total_charge=+1 e_above_lowest_kcal_mol=0.0 homo_lumo_gap_ev=9.22
N 1.822 -1.828 1.013 -0.553
P 1.001 -1.796 -0.376 0.613
N -0.037 -0.337 -0.313 0.015
C 0.860 0.806 -0.740 -0.689
C -0.218 2.038 -0.678 -0.332
C -1.663 1.307 -0.982 -0.619
C -1.345 -0.296 -1.043 0.025
C -2.322 -1.100 -0.017 -0.158
C -3.863 -1.020 -0.512 0.371
O -4.148 -1.129 -1.728 -0.486
Br -5.195 -0.700 0.931 -0.144
H 2.844 -1.764 0.805 0.222
H 0.248 -3.015 -0.481 0.105
H 1.968 -1.717 -1.430 -0.125
H -0.216 -0.140 0.690 0.463
H 1.427 0.664 -1.735 0.171
H 1.596 0.855 0.149 0.376
H 0.088 2.857 -1.409 0.406
H -0.070 2.406 0.409 0.174
H -2.035 1.818 -1.940 0.203
H -2.294 1.607 -0.063 0.270
H -1.393 -0.691 -2.125 0.274
H -1.980 -2.191 -0.036 0.086
H -2.273 -0.685 1.050 0.214
C -1.717 -4.318 2.068 -0.752
O -2.034 -2.941 2.225 -0.201
H -1.747 -4.569 1.006 0.254
H -0.714 -4.512 2.457 0.298
H -2.448 -4.928 2.603 0.292
H -2.001 -2.745 3.171 0.232
C -0.909 1.667 -5.165 -0.594
O -1.829 1.823 -4.092 -0.454
H 0.101 1.612 -4.757 0.205
H -1.130 0.746 -5.709 0.275
H -0.980 2.524 -5.838 0.290
H -2.713 1.868 -4.481 0.269
C 4.758 1.984 -2.001 -0.631
O 4.051 0.878 -1.455 -0.385
H 4.177 2.891 -1.834 0.227
H 5.728 2.080 -1.509 0.277
H 4.898 1.838 -3.075 0.277
H 4.589 0.088 -1.618 0.270
C 5.341 -1.929 -3.961 -0.649
O 4.418 -1.774 -2.888 -0.441
H 6.350 -1.980 -3.553 0.239
H 5.123 -2.852 -4.503 0.283
H 5.266 -1.074 -4.637 0.282
H 3.535 -1.732 -3.276 0.263
C -3.213 -0.216 4.793 -0.662
O -3.010 -0.890 3.557 -0.219
H -2.438 -0.526 5.495 0.200
H -3.150 0.864 4.639 0.255
H -4.193 -0.479 5.199 0.311
H -3.709 -0.597 2.955 0.094
C 0.546 -1.143 4.452 -0.151
O 1.134 -2.432 4.450 -0.539
H -0.050 -1.029 5.359 0.178
H 1.329 -0.381 4.437 0.316
H -0.102 -1.033 3.577 -0.123
H 1.654 -2.506 3.638 0.297
C -1.148 5.161 1.188 -0.552
O -1.175 4.114 2.149 -0.489
H -0.246 5.062 0.584 0.200
H -2.027 5.088 0.542 0.267
H -1.138 6.128 1.697 0.316
H -1.981 4.224 2.669 0.292

[5]
15
Properties=species:S:1:pos:R:3:mulliken_charge:R:1 method="wB97M-V/def2-TZVPD" e_tot_ha=-358.1758 max_force_ev_per_a=4.58 homo_ev="-18.4 / -18.4" total_charge=+2 e_above_lowest_kcal_mol=21.5 homo_lumo_gap_ev="8.47 / 8.47"
C 1.798 -1.437 0.001 -0.437
C 2.123 -0.141 -0.143 -0.098
C -0.134 -0.260 0.159 -0.392
C 0.954 1.893 -0.073 0.034
C -2.853 -0.039 0.356 0.232
N -3.662 0.288 -0.419 -0.011
N 0.400 -1.438 0.116 0.063
N 1.006 0.619 -0.002 0.225
H 2.424 -2.324 -0.115 0.397
H 3.142 0.316 -0.257 0.336
H -0.104 2.213 0.029 0.263
H 1.910 2.474 -0.325 0.278
H -2.296 -0.352 1.215 0.456
H -4.571 0.465 -0.858 0.388
H -0.139 -2.279 0.316 0.265

[6]
12
Properties=species:S:1:pos:R:3:mulliken_charge:R:1 method="wB97M-V/def2-TZVPD" e_tot_ha=-931.4728 max_force_ev_per_a=4.40 homo_ev=-8.8 e_above_lowest_kcal_mol=31.9 homo_lumo_gap_ev=9.54
C 1.088 0.490 -0.458 -1.015
C -0.067 -0.521 -0.339 0.019
N -0.960 0.018 0.550 -0.373
S 0.460 -2.302 0.148 -0.244
S -2.622 0.039 0.174 -0.175
H 1.364 0.831 0.522 0.288
H 0.905 1.344 -1.141 0.297
H 1.860 -0.191 -0.804 0.346
H -0.626 -0.569 -1.249 0.349
H -0.812 0.009 1.586 0.273
H 0.135 -2.251 1.491 0.116
H -2.377 1.198 -0.392 0.119